[1]
Formula: C19H17NO3S
Source: the Open Molecules 2025 dataset
Level of theory: the ωB97M-V functional and the def2-TZVPD basis

Each line ends with the Mulliken charge.
Geometry (Å):
C1 -6.51 -1.81 0.77  -1.04
C2 -6.64 -0.66 -0.22  -0.42
O1 -5.93 0.49 0.19  -0.47
C3 -4.57 0.53 0.08  0.81
C4 -3.78 -0.43 -0.55  -0.26
C5 -2.41 -0.27 -0.61  -0.92
C6 -1.79 0.84 -0.05  0.67
C7 -0.34 0.95 -0.11  0.07
C8 0.45 1.88 0.52  -0.74
S1 2.11 1.62 0.18  -0.07
C9 1.63 0.25 -0.80  0.52
C10 2.63 -0.62 -1.50  0.20
C11 3.65 0.21 -2.28  -0.60
O2 4.41 1.02 -1.42  -0.47
C12 4.88 0.36 -0.32  0.56
C13 5.90 0.93 0.42  -0.83
C14 6.41 0.29 1.53  -0.50
C15 5.89 -0.94 1.92  -0.48
C16 4.86 -1.51 1.20  -0.71
C17 4.34 -0.87 0.08  0.76
O3 3.31 -1.47 -0.59  -0.44
N1 0.37 0.05 -0.84  -0.46
C18 -2.59 1.81 0.57  -0.76
C19 -3.95 1.65 0.63  -0.58
H1 -5.48 -2.14 0.85  0.35
H2 -6.85 -1.50 1.75  0.30
H3 -7.12 -2.65 0.43  0.35
H4 -6.34 -0.96 -1.23  0.33
H5 -7.68 -0.32 -0.26  0.32
H6 -4.22 -1.31 -1.00  0.35
H7 -1.80 -1.02 -1.09  0.48
H8 0.16 2.69 1.15  0.34
H9 2.08 -1.29 -2.17  0.31
H10 4.31 -0.47 -2.83  0.30
H11 3.15 0.88 -2.99  0.42
H12 6.29 1.89 0.10  0.43
H13 7.20 0.75 2.10  0.38
H14 6.29 -1.45 2.78  0.37
H15 4.43 -2.46 1.48  0.44
H16 -2.14 2.69 1.00  0.28
H17 -4.58 2.39 1.10  0.43

Values from the calculation:
SMILES: CCOc1ccc(-c2csc([C@H]3COc4ccccc4O3)n2)cc1
Energy relative to the best compared isomer or geometry (same formula, charge and spin) (kcal per mole): 2.6
E_tot (a.u.): -1412.87488
Orbital gap (eV): 8.487
Net charge: 0

***

[2]
Formula: C19H18AsClMgN2O8S3Sb
Source: the Open Molecules 2025 dataset
Level of theory: the ωB97M-V functional and the def2-TZVPD basis

Each line ends with the Mulliken charge.
Geometry (Å):
Mg1 -1.29 1.59 -3.01  1.79
S1 -2.48 -3.53 -2.97  -0.70
Sb1 -3.01 -1.33 -2.92  0.70
S2 -4.14 -0.61 -1.03  -0.68
S3 -1.03 -0.24 -4.82  -0.40
N1 -2.31 2.17 -1.15  -0.26
N2 -3.27 3.14 -1.55  -0.45
C1 -3.64 3.14 -2.93  0.70
O1 -4.68 3.72 -3.21  -0.74
O2 -2.81 2.55 -3.70  -0.69
H1 -2.77 1.33 -0.80  -0.04
H2 -1.69 2.57 -0.46  0.24
H3 -4.09 3.15 -0.96  0.27
O3 -1.20 -0.44 -2.33  -0.03
O4 -0.29 -0.84 -3.40  -0.24
O5 2.46 3.57 -2.62  -0.68
Cl1 1.03 3.57 -2.65  1.76
O6 0.48 3.62 -1.32  -0.64
O7 0.54 4.65 -3.45  -0.69
O8 0.62 2.26 -3.26  -0.82
C2 2.28 1.34 4.75  -0.39
C3 2.91 0.49 3.86  -0.72
C4 2.27 0.10 2.69  0.18
C5 0.99 0.55 2.40  -0.31
C6 0.37 1.41 3.30  -0.35
C7 1.00 1.80 4.47  -0.55
As1 -0.01 0.04 0.79  0.31
C8 -0.70 -1.67 1.43  0.15
C9 -1.21 -2.55 0.47  0.24
C10 -1.77 -3.76 0.85  -0.73
C11 -1.84 -4.11 2.19  -0.43
C12 -1.35 -3.24 3.15  -0.67
C13 -0.78 -2.03 2.78  -0.35
C14 1.47 -0.59 -0.30  0.08
C15 1.97 -1.89 -0.27  0.05
C16 3.01 -2.26 -1.11  -0.62
C17 3.55 -1.34 -2.00  -0.46
C18 3.06 -0.04 -2.03  -0.35
C19 2.02 0.33 -1.19  -0.51
H4 2.78 1.65 5.66  0.35
H5 3.92 0.14 4.06  0.37
H6 2.78 -0.56 2.00  0.37
H7 -0.63 1.79 3.08  0.35
H8 0.50 2.47 5.16  0.37
H9 -1.16 -2.30 -0.58  0.06
H10 -2.16 -4.41 0.07  0.34
H11 -2.29 -5.05 2.48  0.34
H12 -1.40 -3.51 4.20  0.36
H13 -0.39 -1.37 3.54  0.34
H14 1.53 -2.62 0.40  0.43
H15 3.38 -3.28 -1.09  0.37
H16 4.35 -1.63 -2.67  0.34
H17 3.45 0.68 -2.73  0.42
H18 1.63 1.33 -1.24  0.24

Values from the calculation:
<S²>: 0.76
Energy relative to the best compared isomer or geometry (same formula, charge and spin) (kcal per mole): 2.5
Spin multiplicity: 2
E_tot (a.u.): -5777.03769
Orbital gap (spin up / spin down) (eV): 5.870 / 6.150
Net charge: -2

***

[3]
Formula: C19H18BClN6O4S2Tc
Source: the Open Molecules 2025 dataset
Level of theory: the ωB97M-V functional and the def2-TZVPD basis

Each line ends with the Mulliken charge.
Geometry (Å):
Tc1 0.04 -1.03 -0.59  0.80
O1 -5.32 -0.74 -2.89  -0.49
C1 -4.75 0.45 -2.92  0.51
O2 -5.33 1.44 -3.26  -0.50
C2 -3.36 0.57 -2.37  -0.07
C3 -2.64 1.77 -2.27  0.34
Cl1 -3.06 3.33 -2.74  -0.04
N1 -1.44 1.50 -1.71  0.21
N2 -1.34 0.18 -1.48  0.18
C4 -2.50 -0.38 -1.83  -0.45
C5 -2.54 -1.84 -1.56  0.95
O3 -3.44 -2.58 -1.82  -0.64
O4 -1.38 -2.25 -0.98  -0.50
C6 -0.35 2.35 -1.32  0.20
C7 0.91 2.06 -1.83  -0.46
C8 2.00 2.80 -1.40  -0.88
C9 1.81 3.83 -0.48  -0.56
C10 0.54 4.12 0.00  -0.88
C11 -0.56 3.38 -0.41  -0.36
H1 -4.76 -1.46 -2.54  0.37
H2 1.02 1.31 -2.62  0.75
H3 2.98 2.60 -1.80  0.49
H4 2.65 4.42 -0.15  0.49
H5 0.40 4.94 0.69  0.52
H6 -1.55 3.59 -0.04  0.65
C12 0.83 -4.47 -1.60  -0.79
N3 1.13 -3.92 -0.28  0.32
C13 1.03 -4.59 0.87  -0.22
C14 1.49 -3.74 1.88  -0.44
N4 1.86 -2.59 1.32  -0.06
B1 2.70 -1.47 2.06  0.17
N5 1.88 -0.16 2.36  0.48
C15 2.55 0.87 2.98  -0.78
C16 1.67 1.89 3.18  -0.38
N6 0.47 1.49 2.67  0.23
C17 -0.75 2.28 2.73  -0.89
C18 0.61 0.24 2.19  0.35
S1 -0.72 -0.68 1.54  -0.32
C19 1.61 -2.65 -0.02  0.09
S2 2.21 -1.51 -1.20  -0.32
H7 0.79 -5.55 -1.51  0.38
H8 1.63 -4.19 -2.29  0.37
H9 -0.13 -4.09 -1.94  0.24
H10 0.66 -5.59 0.93  0.51
H11 1.58 -3.92 2.94  0.56
H12 3.04 -1.94 3.10  -0.11
H13 3.60 -1.18 1.33  -0.02
H14 3.59 0.79 3.22  0.53
H15 1.81 2.85 3.64  0.52
H16 -0.51 3.31 2.47  0.31
H17 -1.16 2.24 3.75  0.35
H18 -1.48 1.88 2.03  0.28

Values from the calculation:
<S²>: 3.78
Energy relative to the best compared isomer or geometry (same formula, charge and spin) (kcal per mole): 1.2
Spin multiplicity: 4
E_tot (a.u.): -2726.06832
Orbital gap (spin up / spin down) (eV): 6.461 / 6.659
Net charge: +2

***

[4]
Formula: C19H18BeNOS
Source: the Open Molecules 2025 dataset
Level of theory: the ωB97M-V functional and the def2-TZVPD basis

Each line ends with the Mulliken charge.
Geometry (Å):
C1 -1.35 1.58 -1.16  0.41
C2 -0.10 1.67 -1.84  -0.58
C3 -0.12 0.72 -2.92  -0.35
H1 0.63 2.46 -1.65  0.40
C4 -1.32 -0.04 -2.83  0.27
C5 -2.08 0.47 -1.72  -1.27
H2 -3.09 0.19 -1.45  0.46
H3 -1.76 2.37 -0.50  0.42
H4 0.62 0.60 -3.70  0.45
H5 -1.65 -0.79 -3.53  0.53
C6 1.76 -0.05 1.60  -0.26
C7 1.86 1.26 2.02  -0.87
C8 0.51 1.70 2.56  0.34
H6 2.70 1.93 2.02  0.43
C9 -0.23 0.40 2.66  -0.97
C10 0.46 -0.57 1.99  -0.25
H7 0.13 -1.59 1.77  0.47
H8 2.52 -0.62 1.07  0.42
H9 0.50 2.32 3.46  0.48
H10 -1.21 0.34 3.12  0.39
Be1 -0.35 -0.15 -1.20  -1.76
O1 0.33 -1.34 -0.68  0.94
C11 1.06 -2.43 -1.25  -0.38
C12 0.16 -3.53 -1.69  -0.92
H11 1.62 -2.08 -2.15  0.16
H12 1.83 -2.78 -0.55  0.28
H13 -0.47 -3.33 -2.56  0.06
H14 -1.66 -5.47 -2.27  0.25
C13 -0.94 -5.75 -1.49  -0.66
C14 0.00 -4.75 -1.04  1.01
C15 0.78 -5.13 0.12  -0.43
H15 1.40 -4.36 0.60  0.13
C16 0.82 -6.44 0.57  -0.54
H16 1.50 -6.71 1.38  0.33
C17 -0.02 -7.42 0.00  -0.48
H17 0.04 -8.45 0.36  0.29
C18 -0.92 -7.05 -1.00  -0.29
H18 -1.60 -7.81 -1.41  0.32
S1 -0.18 5.04 0.38  -0.38
C19 -0.08 3.63 1.08  0.36
N1 -0.19 2.49 1.49  -0.22

Values from the calculation:
Energy relative to the best compared isomer or geometry (same formula, charge and spin) (kcal per mole): 0.0
E_tot (a.u.): -1277.70513
Orbital gap (eV): 3.626
Net charge: -1

***

[5]
Formula: C19H18BrMnN4OS
Source: the Open Molecules 2025 dataset
Level of theory: the ωB97M-V functional and the def2-TZVPD basis

Each line ends with the Mulliken charge.
Geometry (Å):
Mn1 -0.04 0.29 -0.31  0.44
Br1 5.96 0.05 3.97  -0.18
C1 4.61 -0.02 2.64  -0.22
C2 4.98 -0.06 1.29  -0.37
C3 4.01 -0.10 0.32  -0.55
C4 2.64 -0.10 0.64  0.44
O1 1.76 -0.10 -0.31  -0.81
C5 2.27 -0.06 2.03  -0.19
C6 0.92 -0.01 2.48  0.77
N1 -0.11 -0.13 1.71  -0.18
C7 -1.44 -0.13 2.15  0.85
C8 -1.89 -0.09 3.45  -0.88
C9 -3.27 -0.06 3.73  -0.93
C10 -4.20 -0.07 2.72  -0.90
C11 -3.78 -0.14 1.38  0.99
C12 -4.68 -0.14 0.29  -0.53
C13 -4.19 -0.25 -0.99  -0.79
C14 -2.81 -0.36 -1.19  -0.10
N2 -1.93 -0.31 -0.20  -0.46
C15 -2.40 -0.20 1.09  0.71
C16 3.30 -0.02 3.00  -0.81
H1 6.03 -0.07 1.02  0.43
H2 4.27 -0.15 -0.73  0.49
H3 0.78 0.14 3.55  0.28
H4 -1.19 -0.07 4.27  0.33
H5 -3.59 -0.01 4.76  0.40
H6 -5.26 -0.03 2.95  0.42
H7 -5.74 -0.06 0.47  0.45
H8 -4.85 -0.27 -1.84  0.42
H9 -2.41 -0.53 -2.18  0.61
H10 3.02 -0.01 4.05  0.44
C17 2.49 2.50 -3.25  -1.15
N3 1.79 2.51 -1.98  -0.10
C18 0.47 2.63 -1.83  0.72
S1 -0.17 2.75 -0.23  -0.45
N4 -0.28 2.73 -2.93  -0.20
C19 -1.72 2.95 -2.98  -0.91
H11 3.55 2.38 -3.05  0.35
H12 2.34 3.44 -3.79  0.39
H13 2.17 1.67 -3.88  0.36
H14 2.32 2.46 -1.13  0.26
H15 0.20 2.72 -3.82  0.18
H16 -2.11 3.00 -1.97  0.33
H17 -2.21 2.15 -3.53  0.29
H18 -1.93 3.90 -3.48  0.34

Values from the calculation:
<S²>: 8.76
Spin multiplicity: 6
E_tot (a.u.): -5152.18038
Orbital gap (spin up / spin down) (eV): 6.617 / 6.824
Net charge: +1